Molecular formula: C38H38N2P2SSiTa
Method: DFT, ωB97M-V/def2-TZVPD

Summary:
ΔE to the lowest compared entry with this formula, charge and spin (kJ/mol): 0.3
Net charge: +3
HOMO energy (eV): -16.56
Orbital gap (eV): 6.159

Positions of all 83 atoms, in Å:
Ta  0.4689  -0.1540  0.3665
C  -0.1128  3.0243  1.5676
P  1.0960  2.2849  0.4364
C  2.7462  2.9195  0.6004
C  3.6494  2.2804  1.4526
C  4.8985  2.8409  1.6621
C  5.2387  4.0300  1.0291
C  4.3373  4.6676  0.1836
C  3.0854  4.1191  -0.0346
C  0.5322  2.2895  -1.2765
C  -0.8153  2.4949  -1.6231
C  -1.1770  2.5515  -2.9575
C  -0.2206  2.3855  -3.9502
C  1.1126  2.1599  -3.6196
C  1.4941  2.1153  -2.2916
C  -1.3035  2.1197  1.5645
C  -2.6025  2.3395  1.8534
C  -3.3282  1.1181  1.5828
C  -2.4481  0.2009  1.1359
C  -2.6249  -1.2097  0.6834
P  -1.5031  -1.4929  -0.7339
C  -1.2466  -3.2529  -0.9628
C  -0.4539  -3.9594  -0.0532
C  -0.3366  -5.3335  -0.1634
C  -1.0004  -6.0065  -1.1830
C  -1.7830  -5.3071  -2.0911
C  -1.9114  -3.9305  -1.9864
C  -2.2016  -0.7886  -2.2274
C  -3.4569  -0.1828  -2.2284
C  -4.0075  0.2481  -3.4276
C  -3.3118  0.0734  -4.6163
C  -2.0513  -0.5144  -4.6129
C  -1.4919  -0.9439  -3.4215
N  -1.1369  0.7817  1.1133
H  -0.3642  4.0437  1.2685
H  0.3858  3.0780  2.5408
H  3.3774  1.3599  1.9578
H  5.6047  2.3576  2.3233
H  6.2128  4.4683  1.2005
H  4.6082  5.5971  -0.2981
H  2.3823  4.6218  -0.6879
H  -1.5671  2.6482  -0.8584
H  -2.2083  2.7369  -3.2239
H  -0.5111  2.4498  -4.9908
H  1.8555  2.0584  -4.3997
H  2.5411  2.0138  -2.0300
H  -3.0271  3.2624  2.2161
H  -4.3885  0.9678  1.7162
H  -3.6586  -1.4256  0.4094
H  -2.3418  -1.9386  1.4495
H  0.0571  -3.4488  0.7576
H  0.2624  -5.8841  0.5493
H  -0.9091  -7.0811  -1.2670
H  -2.3031  -5.8344  -2.8790
H  -2.5353  -3.3968  -2.6907
H  -4.0182  -0.0572  -1.3122
H  -4.9916  0.6973  -3.4351
H  -3.7579  0.3863  -5.5512
H  -1.5178  -0.6597  -5.5429
H  -0.5248  -1.4366  -3.4286
C  4.4858  -2.4690  3.6063
Si  4.1456  -3.5981  2.1677
C  2.6859  -4.7276  2.4299
C  5.6540  -4.5397  1.6439
C  3.6814  -2.4689  0.6493
C  4.4291  -2.5165  -0.5351
C  4.1258  -1.7410  -1.6528
C  3.0536  -0.8897  -1.5967
N  2.3097  -0.8035  -0.4727
C  2.6277  -1.5722  0.6057
S  1.5208  -1.3087  2.0308
H  4.8294  -3.0733  4.4496
H  3.6139  -1.9131  3.9541
H  5.2828  -1.7592  3.3757
H  2.9259  -5.4395  3.2232
H  2.4783  -5.3070  1.5275
H  1.7736  -4.2122  2.7363
H  5.9523  -5.1978  2.4636
H  6.5081  -3.8916  1.4366
H  5.4766  -5.1786  0.7763
H  5.2770  -3.1891  -0.5886
H  4.7155  -1.8085  -2.5561
H  2.7473  -0.2687  -2.4265

Cartesian forces, eV/Å:
-0.20 0.16 -0.13
-0.03 -0.01 -0.03
0.03 0.00 -0.01
-0.02 0.03 0.03
0.02 -0.02 -0.03
0.00 0.00 0.00
0.00 0.01 0.00
0.00 0.00 0.01
0.00 -0.02 0.00
-0.02 0.01 0.00
0.01 0.00 -0.02
-0.03 -0.02 0.04
0.03 -0.01 -0.01
-0.01 0.00 -0.01
-0.01 -0.03 0.02
-0.10 0.03 0.03
0.06 -0.04 -0.01
0.07 0.03 0.01
0.01 0.06 0.02
0.01 -0.01 0.01
-0.02 -0.01 -0.05
0.03 0.01 0.01
0.02 0.01 0.00
-0.01 -0.01 0.00
0.01 0.01 0.00
0.01 -0.01 0.01
-0.01 0.01 0.00
-0.02 -0.01 0.00
0.02 0.01 -0.01
0.00 -0.01 0.00
0.01 0.01 0.00
-0.01 -0.01 -0.02
0.02 0.02 0.03
0.07 -0.10 0.05
0.00 0.00 0.00
0.00 -0.01 0.00
0.00 0.00 0.01
0.00 0.00 0.00
0.00 0.00 0.00
0.00 0.00 0.00
-0.01 0.00 -0.01
0.00 -0.01 0.00
0.00 0.01 0.00
0.00 0.00 0.00
0.00 0.00 0.00
0.01 0.03 0.01
0.00 0.00 0.00
0.00 0.00 0.00
0.00 0.00 0.00
0.00 -0.01 0.01
-0.02 -0.02 -0.01
-0.01 0.00 0.00
0.00 0.00 0.00
0.00 0.00 0.00
0.00 0.01 0.00
-0.01 0.01 0.00
0.00 0.00 0.00
0.00 0.00 0.00
0.00 0.00 0.00
0.00 -0.01 0.00
-0.01 0.00 0.00
0.00 0.00 -0.01
0.01 0.01 -0.01
0.00 0.01 0.01
0.00 -0.02 0.03
0.02 -0.04 0.03
-0.01 0.02 -0.05
-0.02 0.02 -0.03
0.07 0.03 -0.11
0.08 -0.09 0.13
-0.04 -0.03 0.06
0.00 0.00 0.00
0.01 -0.01 0.01
0.00 0.00 0.00
0.00 0.00 0.00
0.01 0.00 0.00
-0.01 0.02 0.00
0.00 0.00 0.00
0.00 0.00 0.00
0.00 0.00 0.00
0.00 0.00 0.00
0.00 0.01 0.00
-0.01 -0.01 0.00